Record 1
{
  "formula": "C13H20Cl12I2NOS",
  "method": "ωB97M-V/def2-TZVPD",
  "symbols": ["I", "I", "Cl", "Cl", "Cl", "Cl", "Cl", "Cl", "Cl", "Cl", "Cl", "Cl", "Cl", "Cl", "S", "O", "N", "C", "C", "C", "C", "C", "C", "C", "C", "C", "C", "C", "C", "C", "H", "H", "H", "H", "H", "H", "H", "H", "H", "H", "H", "H", "H", "H", "H", "H", "H", "H", "H", "H"],
  "coordinates": [[2.0488, -2.9167, -3.4518], [3.6131, -0.5156, 0.6854], [-5.0070, 2.1883, 3.3844], [1.9981, 0.7349, -6.0318], [-1.3412, 0.6246, 6.7930], [1.4303, 1.4742, 6.7145], [2.0766, -2.0380, 4.2442], [-2.9471, 0.1523, 3.7171], [0.9918, 3.0335, -4.5947], [-0.5518, -2.5366, 3.1194], [0.5656, 0.1469, 3.0779], [-0.6070, 3.0469, 5.3662], [-0.8371, 0.9152, -5.3867], [-3.2662, 1.4377, 1.1606], [1.3742, -2.5951, -0.0464], [-3.0269, 1.0726, -1.7757], [-0.9665, 0.1326, -1.4147], [-0.2478, 2.0083, 6.7503], [4.0369, -0.7788, -2.7236], [0.7997, 1.3020, -4.8662], [-2.3181, 0.1099, -1.8692], [-0.2347, -2.1803, -0.7528], [-0.7726, -0.8059, -0.2869], [0.4700, -1.3701, 3.9735], [-0.5326, 1.5177, -1.1332], [2.6394, -1.6207, -0.7946], [2.9774, -1.6227, -2.0938], [-3.4074, 1.6554, 2.9085], [-2.7798, -1.1760, -2.5042], [0.9438, 1.5971, -0.7651], [-0.1811, -2.1999, -1.8419], [0.9692, 0.7889, -3.9267], [-0.7080, 2.0807, -2.0529], [3.5611, -0.0615, -3.4038], [4.6210, -0.2349, -1.9813], [-0.8737, -3.0099, -0.4320], [-1.7277, -0.9988, 0.2133], [-3.7951, -1.0439, -2.8724], [0.0191, -1.1584, 4.9357], [-0.1305, -0.3565, 0.4709], [1.5915, -3.8004, -0.6121], [-0.4048, 2.5870, 7.6509], [-2.0937, -1.4661, -3.3031], [4.6956, -1.4052, -3.3311], [-2.7900, -1.9911, -1.7701], [1.5308, 0.8537, -1.3131], [1.1079, 1.4130, 0.3032], [1.3313, 2.5979, -0.9668], [-1.1525, 1.9968, -0.3698], [-2.6925, 2.4147, 3.1995]],
  "charge": 1,
  "lumo_energy_ha": -0.1422,
  "gap_ev": 8.47,
  "fmax_ha_per_bohr": 0.0118
}


Record 2
{
  "formula": "C13H20ClO5P",
  "method": "ωB97M-V/def2-TZVPD",
  "symbols": ["Cl", "P", "O", "O", "O", "O", "O", "C", "C", "C", "C", "C", "C", "C", "C", "C", "C", "C", "C", "C", "H", "H", "H", "H", "H", "H", "H", "H", "H", "H", "H", "H", "H", "H", "H", "H", "H", "H", "H", "H"],
  "coordinates": [[-0.4744, 2.2514, -0.5200], [2.3859, 1.9257, 2.1161], [1.8886, 3.3878, 1.9447], [-0.7646, -0.1251, -2.6300], [-4.6708, 0.0181, 1.2395], [1.1696, 1.1338, 2.4857], [3.2052, 1.9948, 3.5066], [3.2142, -0.5761, -1.0284], [3.1049, 1.3243, 0.5950], [-4.9869, -1.1585, 1.9436], [-1.7476, 0.0011, -1.6688], [2.9820, -0.1526, 0.4439], [-1.6560, 0.8777, -0.6285], [0.6390, -0.1593, -2.2935], [2.3186, -1.7798, -1.4512], [-3.8562, -0.9348, -0.7618], [-2.6917, 0.8991, 0.3485], [-2.9325, -0.8112, -1.7729], [0.8367, -1.4204, -1.4416], [-3.6614, -0.1460, 0.3186], [1.0522, 3.2942, 2.3502], [3.6545, -0.7878, 1.0376], [2.5569, -2.4694, -0.6352], [-5.0395, -0.8896, 2.9712], [4.1539, 1.5805, 0.5639], [0.5415, -1.2161, -0.4172], [3.1673, 0.1487, -1.8411], [-5.9392, -1.5663, 1.6917], [2.6827, -2.3191, -2.4086], [-3.1761, -1.2929, -2.7936], [2.5153, 1.7804, -0.1675], [-4.7492, -1.5571, -0.9890], [4.1568, -0.9233, -0.9795], [2.4931, 1.8044, 4.1839], [-2.5932, 1.8315, 0.9262], [0.9349, 0.8051, -1.8030], [2.0286, -0.5022, 0.7279], [0.2108, -2.2039, -1.8146], [-4.1969, -1.8461, 1.8715], [1.2429, -0.2213, -3.2204]],
  "smiles": "COc1ccc(OCCCCCCP(=O)(O)O)c(Cl)c1",
  "lumo_energy_ha": 0.0246,
  "gap_ev": 8.94,
  "fmax_ha_per_bohr": 0.0882
}


Record 3
{
  "formula": "C13H20F3N2O2PV",
  "method": "ωB97M-V/def2-TZVPD",
  "symbols": ["V", "P", "F", "F", "F", "O", "O", "N", "N", "C", "C", "C", "C", "C", "C", "C", "C", "C", "C", "C", "C", "C", "H", "H", "H", "H", "H", "H", "H", "H", "H", "H", "H", "H", "H", "H", "H", "H", "H", "H", "H", "H"],
  "coordinates": [[-0.4534, -0.2646, 0.0676], [-0.7413, 1.4550, -1.5445], [-3.0302, -1.1594, -1.1198], [-2.9808, -1.5595, 1.0494], [-3.3798, 0.4726, 0.3412], [-0.7753, 1.8655, 2.1812], [2.0568, 0.7540, -0.6799], [0.3367, -1.3916, -1.5138], [0.5556, -1.9352, 1.0578], [0.2725, -0.8792, -2.7929], [0.1703, 3.0216, -1.6431], [1.2390, -2.9321, -3.6143], [0.1247, 0.5203, -2.8433], [0.5804, -1.7450, -3.8638], [-2.5858, -0.6448, 0.0929], [1.1262, -2.4452, -1.2651], [-2.4001, 2.0039, -2.0902], [1.2092, -1.4859, 2.3101], [1.5824, -3.2613, -2.2982], [1.5735, -2.5636, 0.1603], [-0.6286, 1.0311, 1.3527], [-0.4168, -2.9990, 1.3942], [0.4707, -1.0076, 2.9688], [-0.0227, 0.9083, -3.8516], [2.1583, -4.1420, -2.0182], [-1.1552, -2.6256, 2.1122], [-0.9278, -3.3354, 0.4853], [1.9972, -0.7579, 2.0689], [-0.3023, 3.6856, -2.3733], [1.6240, 0.6770, -1.6045], [-2.2893, 2.6594, -2.9687], [-2.8304, 2.6007, -1.2707], [0.1690, 3.4888, -0.6574], [1.7281, -3.6240, 0.4218], [1.4954, -3.6215, -4.4218], [0.3760, -1.4167, -4.8770], [0.1398, -3.8505, 1.8297], [1.2075, 2.8506, -1.9371], [-3.0567, 1.1478, -2.3099], [2.8611, 0.2110, -0.6952], [2.5351, -2.0360, 0.2867], [1.6578, -2.3476, 2.8414]],
  "charge": 3,
  "lumo_energy_ha": [-0.5477, -0.5492],
  "gap_ev": [6.13, 6.01],
  "spin_multiplicity": 3,
  "s2": 2.0465,
  "fmax_ha_per_bohr": 0.2248
}


Record 4
{
  "formula": "C13H20NO",
  "method": "ωB97M-V/def2-TZVPD",
  "symbols": ["O", "N", "C", "C", "C", "C", "C", "C", "C", "C", "C", "C", "C", "C", "C", "H", "H", "H", "H", "H", "H", "H", "H", "H", "H", "H", "H", "H", "H", "H", "H", "H", "H", "H", "H"],
  "coordinates": [[-1.0426, 0.5048, 1.2917], [-1.3011, -1.6418, 0.4102], [-2.5391, -1.9631, -0.4343], [-1.5916, -1.6414, 1.9107], [-0.7842, -0.3875, 2.3549], [1.9218, 0.9363, -0.3244], [1.7717, -0.3770, 0.2037], [-0.9179, -0.2494, 0.1398], [1.8743, 1.2806, -1.6672], [1.8193, 2.5724, -2.1225], [1.9923, 3.3405, 0.1239], [1.8828, 3.6418, -1.2689], [2.0137, 2.0582, 0.5283], [-0.3083, -2.6268, 0.1521], [-1.1055, 0.3812, -1.2045], [-2.7021, -1.5380, 2.0824], [-0.8238, 1.4163, -1.1961], [0.2501, -0.4911, 2.5759], [1.9767, -0.7279, 1.1639], [-1.2864, -2.6289, 2.3881], [0.5410, -2.3137, 0.6893], [1.7966, 4.6891, -1.4881], [-0.6951, -3.5571, 0.3687], [-0.5000, -0.1668, -2.0068], [1.8331, -1.1530, -0.4727], [-3.3081, -1.0809, -0.2856], [-2.9357, -3.0344, -0.2049], [0.0771, -2.7585, -0.9564], [2.0143, 4.1950, 0.8498], [-2.1720, -1.9313, -1.3811], [1.7761, 2.8350, -3.2149], [-1.2851, -0.0838, 3.2757], [1.8870, 0.4227, -2.3994], [-2.0948, 0.2063, -1.5562], [1.9655, 1.8721, 1.6749]],
  "charge": 1,
  "lumo_energy_ha": [-0.1308, -0.1147],
  "gap_ev": [7.70, 7.48],
  "fmax_ha_per_bohr": 0.0864
}


Record 5
{
  "formula": "C13H21AsBrF6N3PdSSbSe",
  "method": "ωB97M-V/def2-TZVPD",
  "symbols": ["Sb", "Pd", "Br", "Se", "As", "S", "F", "F", "F", "F", "F", "F", "N", "N", "N", "C", "C", "C", "C", "C", "C", "C", "C", "C", "C", "C", "C", "C", "H", "H", "H", "H", "H", "H", "H", "H", "H", "H", "H", "H", "H", "H", "H", "H", "H", "H", "H", "H", "H"],
  "coordinates": [[-1.0862, 1.0848, 3.1548], [-0.4366, 0.0448, 0.2472], [3.1757, -5.6156, 1.1057], [1.3187, 1.0167, -1.0622], [-3.4253, -0.3385, -2.1753], [-1.6683, -1.2507, -1.2962], [-1.4069, 1.9587, 1.4216], [-2.7832, 1.5011, 3.7711], [0.6046, 0.6767, 2.2301], [-0.2810, 2.6430, 3.8031], [-1.7356, -0.4414, 2.1130], [-0.5624, -0.0895, 4.5046], [0.7398, -1.7328, 0.4708], [0.5690, 3.6119, -0.0158], [2.2872, 2.7633, 0.9978], [2.1904, -4.0530, 0.8490], [1.5331, -3.4477, 1.9138], [-3.0797, 1.3811, -2.9616], [0.9313, 4.4860, 0.9572], [3.3900, 1.8782, 1.3750], [-4.8357, -0.1720, -0.8836], [1.3877, 2.5403, 0.0173], [2.0979, -3.4760, -0.4164], [1.3628, -2.3207, -0.5595], [-0.5590, 3.7919, -0.9179], [-3.9711, -1.5566, -3.5544], [0.8204, -2.2892, 1.6860], [2.0200, 3.9532, 1.5899], [-1.0664, 4.7113, -0.6408], [2.5839, -3.9201, -1.2727], [-4.8868, -1.1838, -4.0134], [-5.7374, 0.1785, -1.3866], [1.2508, -1.8591, -1.5327], [1.5692, -3.8663, 2.9088], [-4.5418, 0.5331, -0.1067], [-0.2035, 3.8577, -1.9446], [0.2933, -1.7998, 2.4935], [-3.9607, 1.6922, -3.5220], [-2.2235, 1.2993, -3.6299], [-1.2417, 2.9500, -0.7982], [2.6088, 4.3372, 2.4034], [-5.0119, -1.1521, -0.4411], [-3.1795, -1.6312, -4.2979], [-2.8818, 2.1033, -2.1731], [0.4091, 5.4101, 1.1283], [4.0809, 1.7834, 0.5407], [3.8973, 2.3331, 2.2199], [-4.1531, -2.5329, -3.1062], [2.9897, 0.9106, 1.6624]],
  "charge": 2,
  "lumo_energy_ha": [-0.3387, -0.3181],
  "gap_ev": [5.80, 6.35],
  "spin_multiplicity": 2,
  "s2": 0.8098,
  "fmax_ha_per_bohr": 0.0134
}


Record 6
{
  "formula": "C13H21AsCl2F3I2LiO3PS",
  "method": "ωB97M-V/def2-TZVPD",
  "symbols": ["I", "I", "As", "Cl", "Cl", "S", "P", "F", "F", "F", "O", "O", "O", "C", "C", "C", "C", "C", "C", "C", "C", "C", "C", "C", "C", "C", "Li", "H", "H", "H", "H", "H", "H", "H", "H", "H", "H", "H", "H", "H", "H", "H", "H", "H", "H", "H", "H", "H"],
  "coordinates": [[4.2723, 0.8043, -0.4037], [4.0608, 0.2078, -4.2518], [0.7041, 0.5399, -0.5918], [0.6408, 0.4865, 3.1658], [2.4145, -2.1800, 0.3247], [1.7654, 2.2463, 0.7227], [-0.1493, -1.1644, -2.0929], [-4.5548, 1.0588, 3.6715], [-4.1951, 1.4492, 1.6003], [-4.7162, -0.5421, 2.2484], [-1.9197, -0.7969, 2.2417], [0.0176, 3.1837, -1.4777], [-0.5562, 1.5608, -2.9291], [1.4327, -0.8483, 0.8804], [2.9117, 2.5933, -2.7917], [-1.9255, -0.9246, -2.5447], [1.3408, -0.8643, 2.2104], [2.5256, 1.1315, -2.8752], [-1.6244, -0.7244, 0.8230], [1.8847, -1.9011, 3.1373], [2.5400, 0.2861, -1.6245], [-2.5625, 0.2316, 2.8319], [-4.0240, 0.5438, 2.5311], [-0.0407, 2.0185, -1.8789], [-1.1043, 0.6165, 0.3744], [-0.1408, -2.9143, -1.4592], [-0.9322, 0.0579, 4.3668], [2.5755, 3.0420, -1.8642], [-2.0280, -1.1991, -3.5878], [2.6878, -0.7331, -1.9362], [2.3939, 3.1126, -3.5945], [-2.5536, -0.0646, 3.8868], [-0.1071, -3.0688, -0.3818], [-2.2702, 0.0926, -2.4317], [0.6880, 2.9007, 1.1790], [1.6416, 0.9517, -3.4679], [1.6004, -2.8930, 2.8098], [-1.0104, -3.4486, -1.8346], [-1.0086, 1.3990, 1.1161], [2.9673, -1.8434, 3.2017], [1.4776, -1.7735, 4.1333], [-2.5641, -1.6108, -1.9848], [-0.9223, -1.5357, 0.6964], [-1.8137, 1.0232, -0.3374], [-2.5037, -1.0141, 0.2521], [3.9630, 2.7530, -2.9683], [-2.0029, 1.1764, 2.7725], [0.7240, -3.4223, -1.8677]],
  "charge": -1,
  "lumo_energy_ha": 0.0063,
  "gap_ev": 3.52,
  "fmax_ha_per_bohr": 0.0311
}